65
Properties=species:S:1:pos:R:3 method="wB97M-V/def2-TZVPD" homo_ha=-0.33073 homo_lumo_gap_ev=8.7 e_lumo_ev=-0.34
N -3.83 5.15 4.05
C -3.35 5.29 3.05
O -2.98 5.26 1.79
O -1.75 4.58 1.69
S -1.42 4.43 0.01
O -2.69 4.66 -0.63
O -1.08 2.86 -0.32
C 0.31 2.53 -0.08
C 0.51 1.05 -0.52
O 1.20 0.97 -1.79
C 0.92 -0.25 -2.35
O 1.40 -0.58 -3.37
H 1.00 3.18 -0.66
H 0.58 2.61 0.99
H -0.51 0.63 -0.67
H 0.97 0.46 0.29
H 0.27 -1.00 -1.84
F -0.80 -2.67 -1.27
C -0.49 -3.77 -2.00
C 0.82 -4.17 -2.08
C 1.14 -5.30 -2.83
C 0.14 -6.00 -3.48
C -1.18 -5.58 -3.39
C -1.50 -4.46 -2.64
H 1.59 -3.60 -1.57
H 2.17 -5.63 -2.90
H 0.38 -6.88 -4.07
H -1.97 -6.12 -3.91
H -2.53 -4.12 -2.55
F 1.85 1.49 2.38
C 3.13 1.19 2.69
C 3.38 0.18 3.60
C 4.70 -0.14 3.92
C 5.74 0.56 3.32
C 5.47 1.57 2.41
C 4.16 1.89 2.09
H 2.55 -0.35 4.06
H 4.91 -0.93 4.62
H 6.76 0.32 3.57
H 6.28 2.12 1.95
H 3.93 2.67 1.37
F 0.82 -8.48 -5.71
C 1.80 -8.02 -6.51
C 3.12 -8.32 -6.21
C 4.13 -7.85 -7.04
C 3.81 -7.08 -8.16
C 2.48 -6.79 -8.44
C 1.47 -7.26 -7.62
H 3.35 -8.91 -5.34
H 5.16 -8.08 -6.82
H 4.60 -6.71 -8.80
H 2.24 -6.19 -9.31
H 0.43 -7.05 -7.83
F -5.53 9.63 9.18
C -5.83 8.84 8.13
C -4.81 8.27 7.39
C -5.12 7.46 6.31
C -6.45 7.23 5.97
C -7.46 7.82 6.72
C -7.15 8.62 7.81
H -3.78 8.47 7.66
H -4.33 7.00 5.73
H -6.69 6.60 5.13
H -8.50 7.64 6.45
H -7.93 9.08 8.41

***

62
Properties=species:S:1:pos:R:3 method="wB97M-V/def2-TZVPD" spin_multiplicity=2 homo_ha="-0.17351 / -0.17354" homo_lumo_gap_ev="4.8 / 4.8" e_lumo_ev="0.10 / 0.10" relative_energy_ev=1.013
V 1.76 -0.47 0.85
N 0.91 -1.98 -3.35
C 0.89 -1.22 -2.24
N 1.73 -1.29 -1.27
C 2.70 -2.34 -1.32
N 3.33 -2.66 -0.25
N 3.08 -1.88 0.81
C 3.29 -2.44 2.07
C 2.95 -1.62 3.10
C 3.12 -1.91 4.51
C 2.80 -0.99 5.44
C 2.26 0.29 5.04
C 2.08 0.51 3.71
N 2.38 -0.38 2.74
C 2.90 -3.05 -2.58
C 3.96 -3.93 -2.80
C 4.07 -4.62 -4.00
C 3.13 -4.42 -5.01
C 2.07 -3.54 -4.81
C 1.97 -2.87 -3.60
H 0.22 -1.82 -4.06
H 0.06 -0.52 -2.19
H 3.61 -3.46 2.20
H 3.54 -2.87 4.78
H 2.94 -1.20 6.49
H 1.99 1.04 5.77
H 1.64 1.45 3.36
H 4.68 -4.07 -2.01
H 4.89 -5.30 -4.15
H 3.22 -4.96 -5.94
H 1.33 -3.39 -5.59
O 0.44 -1.30 1.13
O 0.69 1.39 0.79
S -0.73 1.39 0.25
C -0.56 2.06 -1.44
C -1.90 2.12 -2.11
C -2.68 0.98 -2.23
C -3.93 1.04 -2.83
C -4.41 2.25 -3.32
C -3.63 3.39 -3.20
C -2.38 3.33 -2.60
C -1.44 2.90 0.98
C -2.44 2.57 2.06
C -2.11 2.74 3.40
C -3.03 2.41 4.38
C -4.27 1.91 4.03
C -4.60 1.74 2.70
C -3.69 2.07 1.71
H 0.15 1.39 -1.94
H -0.08 3.03 -1.35
H -2.33 0.03 -1.83
H -4.54 0.15 -2.91
H -5.38 2.30 -3.79
H -4.00 4.34 -3.58
H -1.78 4.22 -2.51
H -1.89 3.49 0.18
H -0.56 3.42 1.37
H -1.13 3.11 3.67
H -2.77 2.53 5.43
H -4.99 1.65 4.80
H -5.57 1.35 2.42
H -3.94 1.94 0.66

***

What energy values result from the calculations? In sequence: -64915.2706, -77509.6675 eV.